Entry from the Open Molecules 2025 dataset: a single C9H11O2P molecule at a distorted geometry (the ωB97M-V functional and the def2-TZVPD basis).

The geometry in XYZ format:
```
23
Properties=species:S:1:pos:R:3:forces:R:3:lowdin_charge:R:1
C 0.9858 -0.0439 -3.7292 -1.73 1.13 1.68 0.135
C 0.1657 0.0338 -2.8111 2.33 -1.04 -2.03 -0.185
C -0.4023 0.8014 1.0185 -0.49 0.16 2.43 -0.095
C -0.5022 1.0216 -0.2532 0.59 1.16 -2.84 -0.333
C -0.7268 3.3426 -0.9752 -2.29 3.50 -1.27 0.011
C -0.0836 2.2437 -1.0093 2.29 -3.04 1.78 -0.237
C -0.5801 -0.5494 1.5112 0.87 -0.31 -0.02 -0.158
C 0.7555 -1.3664 1.2511 0.10 -0.94 2.65 -0.577
C 0.6136 -2.7100 2.0584 1.85 0.02 0.80 -0.066
O -2.0458 -0.8534 -1.5660 -1.62 -1.39 -0.27 -0.255
O 0.9904 -1.6118 -0.0213 -1.75 1.09 -3.94 -0.164
P -0.7269 -0.3231 -1.3698 2.72 0.10 1.70 0.855
H 1.6504 0.2164 -4.5379 -0.20 -0.51 0.25 0.050
H -0.2265 1.5913 1.7291 0.36 0.40 -0.01 0.134
H -0.5012 4.2055 -1.6941 -0.16 -1.03 1.75 0.100
H -1.6312 3.3071 -0.3487 0.05 0.62 -0.76 0.084
H 0.9506 2.1060 -1.2564 0.32 0.36 -1.38 0.109
H -0.9170 -0.6131 2.5347 0.00 -0.05 0.25 0.123
H -1.3000 -0.9501 0.8253 -0.62 -1.15 0.19 0.084
H 1.6371 -0.8362 1.6861 -0.50 0.24 0.10 0.136
H 1.5401 -3.4217 1.8846 -2.32 1.09 -0.41 0.111
H -0.4159 -3.0745 1.9298 0.67 -0.63 -0.21 0.073
H 0.7701 -2.5159 3.1435 -0.46 0.24 -0.44 0.065
```
Forces are in eV/Å.

- HOMO energy (spin up / spin down): -8.749 / -8.750 eV
- Total charge: 0
- LUMO energy (spin up / spin down): -1.259 / -1.259 eV
- Calculated total energy: -841.1532 Ha
- Max |F|: 4.45 eV Å⁻¹
- Energy relative to the best compared isomer or geometry (same formula, charge and spin): 181.8 kcal per mole

=====

Entry from the Open Molecules 2025 dataset: a gas-phase ion, C9H11O3 (charge -1) at a distorted geometry (the ωB97M-V functional and the def2-TZVPD basis).

The geometry in XYZ format:
```
23
Properties=species:S:1:pos:R:3:forces:R:3:lowdin_charge:R:1
C 0.5572 1.4504 0.1123 0.61 0.88 1.48 -0.081
C 0.2530 -0.0450 0.1716 3.63 -1.19 -0.59 -0.555
C 0.2764 -0.4717 -1.3191 -2.84 1.16 -0.59 -0.056
C 1.5069 -0.7334 0.8742 0.06 4.07 -1.47 -0.040
C -0.9870 -0.0604 0.9190 0.15 -0.71 0.07 -0.031
C -2.0983 0.1099 0.2697 -4.16 -0.76 1.25 -0.223
O -2.3833 -0.4546 -0.8925 2.77 -0.59 -3.16 0.049
C -3.6635 -0.1928 -1.3029 1.25 -0.69 1.95 -0.596
O -4.0429 -0.5489 -2.3588 -0.75 -0.86 -3.49 0.086
C -4.3042 0.3154 -0.2217 -3.89 1.90 0.09 -0.014
C -3.4677 0.6086 0.8036 3.22 -0.09 2.23 -0.400
O -3.4275 1.0795 1.9573 -1.34 0.30 -0.25 -0.049
H 1.5586 1.5815 -0.3430 -0.49 0.44 0.05 0.081
H 0.5614 1.8266 1.1846 0.25 -0.12 -1.23 0.103
H -0.2719 1.9956 -0.3921 0.82 -0.40 0.09 0.100
H -0.3068 -1.3664 -1.5466 0.66 -0.30 0.15 0.084
H -0.3868 0.2971 -1.8062 0.59 -0.69 0.15 0.089
H 1.1908 -0.3700 -1.8881 0.67 -0.34 0.55 0.070
H 2.3355 -0.5593 0.1851 0.21 0.33 -0.11 0.065
H 1.6364 -1.7118 1.0550 -0.89 -3.96 0.47 0.021
H 1.8213 -0.2531 1.7849 -0.22 0.57 0.60 0.066
H -0.9902 -0.0009 1.9804 0.12 0.79 0.66 0.122
H -5.3023 0.5988 -0.5211 -0.43 0.27 1.08 0.108
```
Forces are in eV/Å.

- HOMO energy: -4.022 eV
- Total charge: -1
- Structure (SMILES): CC(C)(C)/C=C1\OC(=O)C=C1[O-]
- LUMO energy: 3.322 eV
- Calculated total energy: -575.2447 Ha
- Max |F|: 4.41 eV Å⁻¹
- Energy relative to the best compared isomer or geometry (same formula, charge and spin): 71.4 kcal per mole

=====

Entry from the Open Molecules 2025 dataset: 2 unconnected molecules or ions with the total composition C9H11O3 at a distorted geometry (the ωB97M-V functional and the def2-TZVPD basis).

The geometry in XYZ format:
```
23
Properties=species:S:1:pos:R:3:forces:R:3:lowdin_charge:R:1
C -1.4711 0.0379 -2.1930 -0.47 0.31 -1.22 -0.065
C -1.7953 -0.6449 -3.5667 0.54 -0.17 0.18 -0.812
O -2.7731 -1.4228 -3.5645 -0.09 0.05 -0.15 -0.117
O -1.0218 -0.3367 -4.5085 -0.33 -0.04 0.16 -0.129
H -1.9564 1.0245 -2.2968 0.25 -0.19 0.42 0.057
H -0.3946 0.1704 -2.1241 0.04 0.04 0.30 0.043
H -1.9224 -0.5290 -1.3896 0.06 0.01 0.32 0.038
C 3.7629 0.7323 1.4670 0.11 0.46 -0.19 -0.065
C -0.4695 0.0706 1.9781 0.17 -0.04 -0.03 -0.323
C 0.1498 1.1186 2.6294 0.19 0.09 0.00 -0.031
C 0.3058 -0.7579 1.1674 -0.64 -0.61 0.21 -0.017
C 1.5183 1.3270 2.4639 -0.34 0.19 0.14 -0.067
C 1.6522 -0.5603 1.0396 0.66 0.61 -0.33 -0.041
C 2.2928 0.5191 1.6701 -0.02 -0.57 -0.22 -0.295
O -1.7933 -0.2538 2.1005 -0.12 0.15 0.03 0.044
H -2.3214 0.5196 2.3317 0.22 -0.06 0.00 0.106
H -0.3589 1.8045 3.2879 -0.44 -0.04 0.05 0.104
H -0.1892 -1.5982 0.6939 0.03 0.15 -0.16 0.124
H 1.9413 2.1652 2.9893 0.31 0.21 0.09 0.101
H 2.2383 -1.1662 0.3520 -0.16 -0.14 0.19 0.119
H 3.9824 1.0583 0.4456 -0.07 -0.21 -0.04 0.081
H 4.3171 -0.1817 1.6602 0.15 -0.07 0.01 0.073
H 4.1564 1.5300 2.0975 -0.06 -0.10 0.22 0.069
```
Forces are in eV/Å.

- HOMO energy: -3.695 eV
- Total charge: -1
- LUMO energy: 2.777 eV
- Calculated total energy: -575.3185 Ha
- Max |F|: 1.34 eV Å⁻¹
- Energy relative to the best compared isomer or geometry (same formula, charge and spin): 25.1 kcal per mole

=====

Entry from the Open Molecules 2025 dataset: a single C9H11PS molecule at a distorted geometry (the ωB97M-V functional and the def2-TZVPD basis).

The geometry in XYZ format:
```
22
Properties=species:S:1:pos:R:3:forces:R:3:lowdin_charge:R:1
C -2.5029 -1.4114 -0.4313 -1.57 -0.26 1.47 -0.265
P -1.8298 0.1219 0.3033 -0.13 -1.11 0.78 0.283
S -2.9473 0.6727 1.7927 -0.07 0.16 0.10 0.166
C -1.5905 1.2796 -1.0104 -0.26 1.67 -1.04 -0.223
C -0.3218 1.7063 -0.9556 0.87 0.76 -2.11 -0.129
C 0.7135 1.0695 -0.0722 -1.00 -1.35 0.94 -0.297
C 2.0637 0.5934 -0.6596 -1.95 0.46 3.78 -0.111
C 2.6389 -0.3869 0.3789 1.36 0.48 -0.96 -0.042
C 1.9580 -1.1226 1.2855 -0.13 2.69 -2.83 -0.072
C 0.5194 -1.0766 1.3194 1.91 4.36 -2.83 -0.059
C -0.0366 -0.0521 0.6578 -1.32 -0.68 -0.91 -0.267
H -2.4601 -2.2548 0.3667 -0.64 1.66 -1.04 0.072
H -3.6122 -1.0268 -0.6735 2.40 -1.52 0.31 0.091
H -1.9201 -1.8441 -1.2317 -0.13 0.42 -0.72 0.027
H -2.3724 1.7939 -1.6957 1.38 -1.20 1.44 0.123
H 0.0648 2.4601 -1.6946 -0.52 -0.51 0.85 0.127
H 0.8918 1.6914 0.7885 0.59 1.05 0.20 0.152
H 2.6280 1.4746 -0.8450 1.09 0.57 0.23 0.107
H 1.9191 0.1776 -1.5722 -0.44 -1.77 -2.88 0.081
H 3.7358 -0.4183 0.2088 -0.66 -0.49 0.92 0.110
H 2.4504 -1.6572 1.9780 1.84 -2.10 2.12 0.065
H 0.0101 -1.7901 1.7624 -2.60 -3.30 2.18 0.062
```
Forces are in eV/Å.

- HOMO energy: -8.202 eV
- Total charge: 0
- Structure (SMILES): C[P@]1(=S)C=C[C@@H]2CC=CC=C21
- LUMO energy: 0.272 eV
- Calculated total energy: -1089.0136 Ha
- Max |F|: 5.54 eV Å⁻¹
- Energy relative to the best compared isomer or geometry (same formula, charge and spin): 38.3 kcal per mole

=====

Entry from the Open Molecules 2025 dataset: a single C9H11PS molecule at a distorted geometry (the ωB97M-V functional and the def2-TZVPD basis).

The geometry in XYZ format:
```
22
Properties=species:S:1:pos:R:3:forces:R:3:lowdin_charge:R:1
S 5.2196 1.9632 -0.2022 0.35 -0.84 0.28 0.676
C 3.7242 1.5752 0.2276 -1.19 -0.04 -0.50 -0.699
C 2.9583 0.3294 0.6755 1.26 1.13 0.20 -0.305
C 1.4623 0.2392 0.3385 -0.55 -0.42 1.21 -0.349
P 0.4388 -1.0903 1.3557 -0.23 2.05 0.65 0.943
C -1.0868 -0.9284 0.3681 -1.02 0.94 -0.76 -0.468
C -1.7898 0.2303 0.7210 -0.37 0.35 1.66 -0.159
C -2.9075 0.7323 0.0563 1.30 0.01 -0.06 -0.070
C -3.2039 0.1119 -1.1507 -1.66 1.46 1.51 -0.121
C -2.7193 -1.1125 -1.4256 0.84 -2.24 -3.24 -0.113
C -1.6411 -1.6117 -0.7220 0.22 -0.23 1.06 -0.105
H 3.0512 2.3788 0.1084 -0.99 1.18 0.08 0.013
H 3.2395 0.3013 1.7301 -0.69 -0.08 0.46 0.110
H 3.5712 -0.4392 0.2879 0.14 -1.52 -0.61 0.084
H 0.8835 1.1971 0.3973 0.68 -0.74 0.28 0.089
H 1.2779 -0.1570 -0.6261 0.30 0.03 -1.34 0.048
H 0.8379 -2.2327 0.7879 1.02 -1.53 -1.00 -0.102
H -1.4721 0.6231 1.6945 -0.26 0.47 -0.39 0.086
H -3.4912 1.6124 0.3787 0.65 -0.56 -0.08 0.115
H -3.9940 0.6091 -1.6402 -0.81 -0.04 -1.25 0.091
H -2.9846 -1.7262 -2.3953 0.11 1.45 2.12 0.148
H -1.3742 -2.6050 -0.9654 0.88 -0.83 -0.29 0.087
```
Forces are in eV/Å.

- HOMO energy: -8.605 eV
- Total charge: 0
- Structure (SMILES): S=CCCPc1ccccc1
- LUMO energy: -0.033 eV
- Calculated total energy: -1088.9907 Ha
- Max |F|: 4.03 eV Å⁻¹
- Energy relative to the best compared isomer or geometry (same formula, charge and spin): 52.6 kcal per mole